This record from the OMol25 dataset describes a molecular structure, C18H19BeN4S3Te. The level of theory is the ωB97M-V functional and the def2-TZVPD basis.

Properties
E (eV): -65140.3799
Frontier orbital gap (eV): 5.297
Relative energy (zero: lowest compared OMol25 entry of this formula, charge and spin) (kJ/mol): 47.6
F_max (eV/Å): 1.18
Highest occupied orbital energy (hartree): -0.1044
Lowest unoccupied orbital energy (eV): 2.5
Total charge: -1

Cartesian coordinates (Å):
Be  0.1805  0.8821  0.1891
C  0.1149  5.0584  -1.0669
C  -0.0071  3.5576  -0.9106
S  0.4885  2.9046  0.6655
C  -0.4748  2.7534  -1.8763
C  -0.9305  3.2743  -3.2137
S  -0.6235  0.9991  -1.6975
H  0.4902  5.5007  -0.1451
H  -0.8479  5.5276  -1.2894
H  0.8069  5.3306  -1.8693
H  -0.8715  4.3604  -3.2834
H  -1.9629  2.9696  -3.4044
H  -0.3257  2.8431  -4.0162
N  -2.6008  0.2918  2.7742
C  -1.8434  0.9126  1.8487
N  -0.8335  0.1822  1.4561
C  -0.9197  -1.0153  2.1824
C  -0.1413  -2.1717  2.1442
C  -0.4499  -3.1670  3.0496
C  -1.5796  -3.0900  3.8778
C  -2.3999  -1.9811  3.8763
C  -2.0386  -0.9541  3.0096
H  -3.4391  0.6618  3.1793
H  -2.0448  1.9013  1.4675
H  0.7968  -2.1883  1.6163
H  0.1561  -4.0633  3.0693
H  -1.8055  -3.9171  4.5389
H  -3.2740  -1.9144  4.5107
Te  -1.2473  -3.3498  -0.8105
C  -0.9235  -5.4298  -0.7786
C  -0.0779  -6.2014  -1.5365
C  -0.1459  -7.5949  -1.2458
C  -1.0413  -7.8858  -0.2607
S  -1.7948  -6.4493  0.3006
H  0.5679  -5.7713  -2.2898
H  0.4465  -8.3463  -1.7530
H  -1.2975  -8.8510  0.1479
N  3.9040  -0.1415  -0.0415
C  3.3657  -1.3348  -0.4834
C  2.0212  -1.1973  -0.3786
N  1.7412  0.0601  0.1279
C  2.8883  0.6692  0.3073
H  4.8755  0.1009  -0.0099
H  3.9753  -2.1533  -0.8211
H  1.2285  -1.8791  -0.6672
H  2.9900  1.6839  0.6576

Here are the Löwdin charges for atoms 1 to 2, given in e: number 1, Be, carries -0.28; number 2, C, carries -0.16



This record from the OMol25 dataset describes C18H19Br2N5O2 in the gas phase. The level of theory is the ωB97M-V functional and the def2-TZVPD basis.

Properties
E (eV): -170602.4436
Frontier orbital gap (eV): 7.628
Relative energy (zero: lowest compared OMol25 entry of this formula, charge and spin) (kJ/mol): 0.0
F_max (eV/Å): 3.14
Highest occupied orbital energy (hartree): -0.3181
Lowest unoccupied orbital energy (eV): -1.0
Total charge: 0
SMILES string: C[C@H](O/N=C1/c2ncncc2-c2cc(Br)cc(Br)c21)C(=O)NCCN(C)C

Cartesian coordinates (Å):
O  -2.5707  2.9136  3.4099
Br  -2.4277  -4.4626  -4.0938
Br  -2.8113  -1.1698  0.4205
N  -0.5829  1.7069  -0.6728
N  1.1812  1.6306  -5.4315
N  0.7286  2.5242  -3.2704
O  -1.2342  1.3348  0.5145
C  -1.8583  2.1965  2.7257
C  -0.5964  0.9260  -1.7131
C  1.2445  2.5884  -4.5079
C  0.5724  0.4774  -5.1172
C  0.1006  1.3701  -2.9523
C  -2.4279  -2.4746  -1.9586
C  -1.0991  -1.9106  -3.8605
C  -1.9599  -2.7873  -3.2279
C  -2.0154  -1.3370  -1.3016
C  -1.1568  -0.4241  -1.9767
C  0.0049  0.3626  -3.8729
C  -0.7504  -0.7159  -3.2834
N  -1.0335  1.2528  3.2755
N  1.6387  0.9510  4.0513
C  1.7760  -0.4974  3.9913
C  2.9646  1.6086  4.1275
C  -3.0299  2.9619  0.5795
C  -1.6985  2.4973  1.2478
C  -0.7913  1.0954  4.6800
C  0.6586  1.5447  4.9920
H  1.8681  3.4138  -4.7398
H  0.4684  -0.3649  -5.7912
H  -3.0976  -3.1687  -1.4660
H  -0.7312  -2.1401  -4.8573
H  -0.3026  0.9091  2.6336
H  0.8760  -0.9571  3.6258
H  2.0127  -0.9023  4.9781
H  2.5914  -0.8102  3.3181
H  2.8032  2.6802  4.0026
H  3.4470  1.4044  5.0983
H  3.6180  1.2796  3.3195
H  -3.3145  3.9294  0.9436
H  -2.8761  3.1208  -0.4955
H  -3.8738  2.2380  0.6646
H  -0.9492  3.2774  1.1761
H  -1.5056  1.6213  5.3033
H  -0.8388  0.0498  4.9250
H  0.7175  2.6042  4.9969
H  0.8983  1.1751  6.0287

Here are the Löwdin charges for atoms 1 to 2, given in e: number 1, O, carries 0.07; number 2, Br, carries 0.71



This record from the OMol25 dataset describes C18H19BrN2O2 in the gas phase. The level of theory is the ωB97M-V functional and the def2-TZVPD basis.

Properties
E (eV): -96092.4008
Frontier orbital gap (eV): 8.113
Relative energy (zero: lowest compared OMol25 entry of this formula, charge and spin) (kJ/mol): 133.9
F_max (eV/Å): 0.46
Highest occupied orbital energy (hartree): -0.2787
Lowest unoccupied orbital energy (eV): 0.5
Total charge: 0
SMILES string: O=C(Cc1ccc(Br)cc1)N1CCN(c2ccccc2O)CC1

Cartesian coordinates (Å):
O  0.5112  -0.6130  -3.9664
C  0.6255  0.1695  -3.0419
N  -0.1892  0.1232  -1.9656
C  -0.0962  0.9672  -0.7940
H  0.1145  1.9976  -1.0874
H  0.7171  0.6261  -0.1389
C  -1.4162  0.9428  -0.0227
N  -1.7390  -0.3988  0.4075
C  -2.2329  -0.6780  1.6650
C  -1.9599  -1.8945  2.2945
C  -2.4848  -2.2097  3.5350
C  -3.2971  -1.3102  4.1950
C  -3.5877  -0.0986  3.5889
C  -3.0824  0.2215  2.3420
O  -3.4273  1.4126  1.7450
H  -4.0567  1.8689  2.3160
H  -4.2396  0.6105  4.0842
H  -3.7095  -1.5414  5.1644
H  -2.2476  -3.1617  3.9851
H  -1.3148  -2.6083  1.8088
C  -1.2342  -1.4549  -0.4382
H  -0.2318  -1.7933  -0.1278
C  -1.1615  -0.9511  -1.8732
H  -2.1480  -0.5988  -2.1946
H  -0.8431  -1.7445  -2.5531
H  -1.9156  -2.3090  -0.3885
H  -1.3185  1.5908  0.8481
H  -2.2144  1.3510  -0.6570
C  1.7109  1.2418  -3.0336
C  2.7408  0.9621  -1.9769
C  3.2906  -0.3125  -1.8751
C  4.2406  -0.6013  -0.9139
C  4.6485  0.3996  -0.0481
C  4.1219  1.6762  -0.1327
C  3.1679  1.9489  -1.0970
H  2.7583  2.9464  -1.1641
H  4.4525  2.4474  0.5458
Br  5.9593  0.0134  1.2831
H  4.6629  -1.5914  -0.8384
H  2.9694  -1.0836  -2.5594
H  2.1826  1.2047  -4.0190
H  1.2739  2.2325  -2.9010

Here are the Löwdin charges for atoms 1 to 2, given in e: number 1, O, carries 0.06; number 2, C, carries -0.47



This record from the OMol25 dataset describes a molecular structure, C18H19CdNO2. The level of theory is the ωB97M-V functional and the def2-TZVPD basis.

Properties
E (eV): -29117.5775
Frontier orbital gap (spin up / spin down) (eV): 3.894 / 3.888
Relative energy (zero: lowest compared OMol25 entry of this formula, charge and spin) (kJ/mol): 307.9
F_max (eV/Å): 4.21
Highest occupied orbital energy (spin up / spin down) (hartree): -0.1856 / -0.1854
Lowest unoccupied orbital energy (spin up / spin down) (eV): -1.2 / -1.2
Total charge: 0

Cartesian coordinates (Å):
C  0.7424  0.5860  -3.1673
C  -2.1013  -0.5842  -1.8680
C  0.2056  -0.7293  -2.7297
H  1.6715  0.9100  -2.6537
C  -1.6363  -1.9124  -1.5639
H  -3.1986  -0.5822  -1.6686
H  -0.5344  -1.0402  -3.4865
H  -2.4582  -2.5789  -1.2670
C  0.8698  -1.9412  -2.2632
H  1.7087  -1.7553  -1.5691
H  1.2887  -2.4901  -3.1338
C  -0.4670  1.4824  -2.6515
H  -0.5956  2.4024  -3.2395
H  -0.2593  1.8143  -1.6243
C  -1.7917  0.6869  -2.6923
H  -1.9868  0.4763  -3.7467
H  -2.5973  1.3644  -2.3920
C  -0.3055  -2.7172  -1.5855
H  -0.4885  -3.6840  -2.0787
H  0.0308  -2.9706  -0.5578
Cd  -1.3795  -0.6770  0.0570
H  0.9547  0.6674  -4.2220
O  -3.6915  0.6424  3.3070
C  -2.8957  0.2114  2.4622
O  -3.1659  -0.4630  1.3989
C  -1.4291  0.5397  2.7404
C  -1.0448  1.1002  3.9677
C  0.2986  1.3266  4.2029
C  1.2661  1.0136  3.2127
C  2.6587  1.1829  3.4041
C  3.5641  0.8731  2.3987
C  3.1105  0.3713  1.1689
C  1.7593  0.1671  0.9513
C  0.8183  0.4804  1.9492
N  -0.5314  0.2689  1.7777
H  -1.8463  1.3262  4.6746
H  0.6017  1.7527  5.1628
H  2.9926  1.5706  4.3686
H  4.6312  1.0214  2.5650
H  3.8263  0.1332  0.3853
H  1.4050  -0.2461  0.0060

Here are the Löwdin charges for atoms 1 to 2, given in e: number 1, C, carries -0.22; number 2, C, carries -0.29



This record from the OMol25 dataset describes 2 unconnected molecules or ions with the total composition C18H19Cl3N2O. The level of theory is the ωB97M-V functional and the def2-TZVPD basis.

Properties
E (eV): -61565.4289
Frontier orbital gap (eV): 4.647
Relative energy (zero: lowest compared OMol25 entry of this formula, charge and spin) (kJ/mol): 476.7
F_max (eV/Å): 4.10
Highest occupied orbital energy (hartree): -0.2078
Lowest unoccupied orbital energy (eV): -1.0
Total charge: 0

Cartesian coordinates (Å):
C  2.0032  -3.8106  0.9472
C  2.3296  -2.4706  1.6465
C  1.0009  -1.5900  1.6187
C  -0.0354  -2.5709  1.1542
N  -1.3290  -2.2961  1.1730
C  -2.3385  -3.2114  0.6019
C  -3.6876  -2.5503  0.8601
C  -3.4225  -1.2218  1.6349
C  -1.9120  -1.1215  1.8833
C  0.5058  -3.8455  0.5701
H  2.6046  -3.8763  0.0418
H  2.2834  -4.6509  1.5969
H  2.6800  -2.6522  2.6694
H  3.1019  -1.8904  1.1472
H  0.7823  -1.0652  2.5216
H  -2.1586  -3.3218  -0.4732
H  -2.2924  -4.2103  1.0574
H  -4.2063  -2.3253  -0.0876
H  -4.3201  -3.2106  1.4672
H  -3.7523  -0.3459  1.0486
H  -3.9360  -1.2210  2.6151
H  -1.6603  -1.1607  2.9579
H  -1.4727  -0.2122  1.4551
H  0.3375  -3.8888  -0.5186
H  0.0422  -4.7218  1.0286
Cl  1.1438  -0.2299  0.5580
C  1.8117  1.7200  -0.7398
Cl  3.3972  1.0898  -1.3751
C  0.8285  1.7334  -1.8390
O  0.2561  0.7407  -2.2628
C  0.6685  3.1403  -2.3413
C  1.0120  4.2363  -1.4717
C  0.8197  5.4999  -2.0271
C  0.3266  5.6356  -3.3323
C  0.0506  4.4770  -4.0636
N  0.2217  3.2546  -3.5668
C  1.5332  3.9786  -0.1550
Cl  1.8384  5.3141  0.8741
C  1.8896  2.7137  0.2270
H  1.0394  6.4039  -1.4659
H  0.1440  6.6243  -3.8172
H  -0.3442  4.5385  -5.0726
H  2.2155  2.5714  1.2535

Here are the Löwdin charges for atoms 1 to 2, given in e: number 1, C, carries -0.16; number 2, C, carries -0.15



This record from the OMol25 dataset describes C18H19ClN2O4S in the gas phase. The level of theory is the ωB97M-V functional and the def2-TZVPD basis.

Properties
E (eV): -53501.8829
Frontier orbital gap (eV): 9.493
Relative energy (zero: lowest compared OMol25 entry of this formula, charge and spin) (kJ/mol): 160.1
F_max (eV/Å): 1.14
Highest occupied orbital energy (hartree): -0.3303
Lowest unoccupied orbital energy (eV): 0.5
Total charge: 0
SMILES string: COc1ccc(S(=O)(=O)N2CCN(C(=O)c3cccc(Cl)c3)CC2)cc1

Cartesian coordinates (Å):
C  -2.3741  4.5757  -4.4359
H  -3.0306  3.7975  -4.8358
O  -1.0275  4.1576  -4.4211
C  -0.6867  3.0698  -3.6931
C  -1.5703  2.3212  -2.9176
C  -1.1050  1.2224  -2.2145
C  0.2264  0.8699  -2.2814
C  1.1149  1.6048  -3.0482
C  0.6630  2.6993  -3.7510
H  1.3272  3.2896  -4.3616
H  2.1462  1.2954  -3.0915
S  0.8371  -0.5295  -1.3586
O  1.8046  -1.2320  -2.1435
O  -0.2923  -1.2428  -0.8282
N  1.6665  0.2839  -0.1322
C  0.8717  0.6058  1.0348
H  -0.1704  0.4215  0.7715
C  1.2768  -0.2689  2.2380
N  1.7018  -1.5630  1.7723
C  0.9642  -2.6999  1.8427
O  1.3469  -3.7516  1.3763
C  -0.3358  -2.5888  2.5859
C  -1.5013  -2.2968  1.8871
C  -2.7119  -2.2626  2.5576
C  -2.7728  -2.5179  3.9174
C  -1.6049  -2.8156  4.6006
C  -0.3843  -2.8588  3.9474
H  0.5163  -3.1035  4.4893
Cl  -1.6685  -3.1354  6.2996
H  -3.7140  -2.4928  4.4439
H  -3.6199  -2.0384  2.0184
H  -1.4426  -2.1016  0.8272
C  2.8992  -1.5505  0.9513
H  3.7883  -1.6844  1.5801
C  2.9838  -0.2286  0.1736
H  3.4950  -0.3894  -0.7743
H  3.5164  0.5389  0.7431
H  2.8242  -2.3961  0.2629
H  2.1147  0.1935  2.7725
H  0.4394  -0.3763  2.9272
H  0.9968  1.6681  1.2757
H  -1.7748  0.6211  -1.6203
H  -2.6152  2.5797  -2.8579
H  -2.4034  5.4436  -5.0921
H  -2.7149  4.8654  -3.4375

Here are the Löwdin charges for atoms 1 to 2, given in e: number 1, C, carries -0.08; number 2, H, carries 0.10



This record from the OMol25 dataset describes a molecular structure, C18H19F3N2O7S. The level of theory is the ωB97M-V functional and the def2-TZVPD basis.

Properties
E (eV): -55269.3923
Frontier orbital gap (eV): 9.462
F_max (eV/Å): 7.98
Highest occupied orbital energy (hartree): -0.3586
Lowest unoccupied orbital energy (eV): -0.3
Total charge: 0

Cartesian coordinates (Å):
O  3.0765  -3.6590  -2.8152
O  -2.0891  1.0597  -0.9357
O  -0.0194  -2.1071  -1.1052
O  4.1094  1.1466  0.1447
O  3.0938  0.2116  -1.8242
F  1.7208  -6.0082  -2.4137
F  1.0008  -5.1600  -0.4965
F  2.9738  -5.6649  -0.5900
O  -1.5481  1.2053  1.2605
O  2.5858  -3.2918  0.9545
C  2.4300  -3.7612  -1.8106
C  -1.2689  1.0317  -0.0486
C  0.6822  -1.8485  -0.0684
C  -1.0420  5.5912  2.6740
C  -1.7870  5.4562  1.4420
C  -1.0283  4.5248  3.5206
C  -2.4034  4.2646  1.0711
C  -1.7483  3.4058  3.2394
C  -2.3012  3.1774  1.9507
N  2.7385  -2.5669  -1.1344
N  0.7666  -0.5243  0.3749
C  1.8732  -3.4609  2.1467
C  2.0454  -5.2156  -1.3614
C  -2.7350  1.8247  1.6332
C  1.3153  2.3803  1.0694
C  1.2741  2.6974  -1.3222
C  1.3664  1.6441  -0.2456
C  0.2071  0.6079  -0.4767
C  2.1646  -2.1632  0.0996
C  2.1568  -0.6749  0.5828
S  2.8226  0.6178  -0.4082
H  -0.5238  6.5117  2.8567
H  -1.8188  6.4196  0.9461
H  -0.6239  4.6757  4.5305
H  -2.9598  4.1263  0.1283
H  -1.8921  2.5351  4.0220
H  3.2588  -1.8496  -1.6200
H  0.9968  -4.1655  2.0964
H  1.4991  -2.5201  2.6069
H  2.5819  -3.7987  2.9272
H  -3.4332  1.8968  0.7965
H  -3.2814  1.3797  2.4770
H  0.4782  3.1008  1.0841
H  2.1257  2.9869  1.3432
H  1.1297  1.6914  1.9333
H  1.3750  2.2748  -2.3826
H  0.2951  3.1829  -1.3041
H  2.0895  3.4041  -1.1619
H  0.1986  0.3962  -1.5357
H  2.5305  -0.5297  1.6076

Here are the Löwdin charges for atoms 1 to 2, given in e: number 1, O, carries 0.13; number 2, O, carries 0.14



This record from the OMol25 dataset describes a molecular structure, C18H19F4N4PtSe. The level of theory is the ωB97M-V functional and the def2-TZVPD basis.

Properties
E (eV): -104363.6006
Frontier orbital gap (spin up / spin down) (eV): 6.040 / 5.048
F_max (eV/Å): 1.56
Highest occupied orbital energy (spin up / spin down) (hartree): -0.6302 / -0.6666
2S+1: 5
Lowest unoccupied orbital energy (spin up / spin down) (eV): -11.1 / -13.1
Total charge: +3
<S²>: 6.067

Cartesian coordinates (Å):
Pt  0.1929  0.1335  0.1470
C  1.3645  0.5575  -2.8984
C  2.3964  -0.2159  -2.0755
N  1.8611  -1.1084  -1.0042
C  2.8996  -1.4725  -0.0101
C  2.3925  -2.0738  1.2965
C  1.1426  -2.2542  -1.5628
C  -0.0975  -2.7162  -0.7955
N  -0.8632  -1.6571  -0.1563
C  -2.0936  -1.9594  0.3418
C  -2.9046  -1.0019  1.0080
F  -2.4449  0.1946  1.1992
C  -4.2172  -1.2571  1.4928
F  -4.8334  -0.2903  2.0725
C  -4.8202  -2.4861  1.3493
C  -4.0712  -3.4685  0.7422
F  -4.5445  -4.6454  0.5868
C  -2.7365  -3.2378  0.2708
F  -2.1304  -4.2630  -0.2092
H  1.8561  1.3680  -3.4355
H  0.5973  1.0057  -2.2578
H  0.8636  -0.0613  -3.6409
H  3.0862  0.4826  -1.6027
H  2.9857  -0.8244  -2.7699
H  3.4743  -0.5702  0.2029
H  3.5894  -2.1875  -0.4730
H  1.5844  -1.4748  1.7246
H  3.2061  -2.0990  2.0205
H  2.0515  -3.1009  1.1742
H  1.8171  -3.1131  -1.6354
H  0.8380  -2.0043  -2.5759
H  0.1655  -3.4554  -0.0313
H  -0.7063  -3.2578  -1.5224
H  -5.8251  -2.6793  1.7064
Se  2.7994  2.1360  1.5078
N  1.1199  1.9146  0.7885
C  0.5490  3.1121  0.7533
C  -0.7438  3.4266  0.2360
C  -1.2240  4.7257  0.3415
C  -0.4375  5.7485  0.8780
C  0.8457  5.4908  1.3841
C  1.3623  4.1806  1.2925
N  2.5585  3.8063  1.7079
H  -1.3172  2.6620  -0.2735
H  -2.2081  4.9659  -0.0384
H  -0.8193  6.7620  0.8817
H  1.4391  6.2630  1.8618

Here are the Löwdin charges for atoms 1 to 2, given in e: number 1, Pt, carries 0.92; number 2, C, carries -0.07



Q: What is the formula in the fourth record?
A: C18H19CdNO2



Q: Among the records above, which one has the highest E?
A: C18H19CdNO2



Q: Which of these has the highest total charge?
A: C18H19F4N4PtSe



Q: Which value of E does entry 8 give?
A: -104363.6006 eV